The following is a DFT calculation (ωB97M-V with the def2-TZVPD basis set) of a molecular structure, C19H26N4O2 at a distorted geometry.

Cartesian coordinates (Å):
C (-2.8471, -2.2402, 0.8258)
H (-1.7704, -1.9335, 0.3757)
H (-3.3006, -2.5642, -0.1186)
H (-2.7004, -3.0623, 1.4491)
C (-3.6245, -1.2615, 1.2369)
N (-3.7318, 0.0245, 0.6110)
C (-4.1335, 1.1818, 1.4676)
H (-3.9543, 2.1813, 0.5011)
H (-3.3679, 1.4578, 2.0137)
C (-5.4147, 1.2780, 1.8936)
H (-6.2636, 1.3548, 1.1530)
H (-5.7469, 2.3868, 2.2606)
H (-5.5368, 0.3740, 2.5518)
C (-4.3830, 0.0375, -0.6618)
H (-5.1023, -0.9199, -0.7687)
C (-3.5407, -0.2716, -1.7771)
H (-4.0483, -0.5343, -2.7429)
C (-2.5777, 0.9023, -2.0209)
N (-1.4840, 1.1171, -1.0788)
C (-0.2971, 1.0897, -1.0957)
O (0.2296, 1.2209, -2.3729)
C (0.4406, 0.9846, 0.2394)
N (1.5920, 0.0266, -0.0913)
N (2.7717, 0.3614, 0.2004)
C (3.8239, -0.3331, -0.4552)
C (3.6618, -1.7942, -0.7199)
C (2.3106, -2.4079, -0.8925)
C (1.2352, -1.1824, -0.6149)
O (-0.0710, -1.6458, -0.5552)
H (2.0850, -3.2367, -1.2098)
H (4.4175, -2.3491, -1.0162)
C (5.1468, -0.0213, -0.0868)
C (6.2535, -0.8147, 0.3963)
C (7.4646, -0.4804, 0.6022)
C (7.6935, 0.9420, 0.5438)
C (6.7335, 2.0726, 0.2492)
C (5.4538, 1.3805, -0.2068)
H (4.6127, 2.0535, -0.0287)
H (6.8569, 2.9766, 0.1638)
H (8.6002, 1.5244, 0.8278)
H (8.3683, -1.1044, 1.0491)
H (5.9064, -1.8435, 0.7074)
H (-0.1773, 0.5176, 0.9372)
H (0.9995, 1.6919, 0.3543)
H (-2.1009, 0.7409, -0.2125)
H (-1.8239, 0.8035, -3.0485)
H (-3.0356, 1.7792, -2.0864)
H (-2.7229, -1.2749, -1.7319)
H (-4.9812, 0.9351, -0.9850)
H (-4.7995, -1.3566, 1.6943)
H (-3.1192, -0.7645, 2.2740)

Properties
Energy relative to the best compared isomer or geometry (same formula, charge and spin) (eV): 20.653
Largest force on an atom (eV/Å): 18.28
E_LUMO (eV): -0.617
HOMO-LUMO gap (eV): 7.447

---

The following is a DFT calculation (ωB97M-V with the def2-TZVPD basis set) of 2 unconnected molecules or ions with the total composition C19H26N4O4 at a distorted geometry.

Cartesian coordinates (Å):
C (2.6903, -4.0932, 0.2359)
C (3.7277, -2.9661, 0.2338)
C (5.0208, -3.4029, -0.4607)
N (3.1891, -1.7435, -0.3944)
C (3.0969, -0.5033, 0.2350)
N (2.6087, 0.4233, -0.5573)
C (2.3860, -0.2232, -1.7616)
C (1.8976, 0.3313, -2.9452)
C (1.6992, -0.4834, -4.0772)
C (1.1725, 0.0817, -5.3275)
O (1.3331, 1.2684, -5.5550)
O (0.5250, -0.7427, -6.1804)
C (2.0163, -1.8533, -3.9855)
C (2.5372, -2.3928, -2.8020)
C (2.7184, -1.5675, -1.6860)
H (2.4733, -4.4380, -0.7776)
H (1.7576, -3.7450, 0.6906)
H (3.0593, -4.9445, 0.8157)
H (3.9695, -2.7382, 1.2778)
H (4.8336, -3.6790, -1.5020)
H (5.7509, -2.5879, -0.4457)
H (5.4561, -4.2652, 0.0530)
H (3.3893, -0.3199, 1.2645)
H (1.6685, 1.3928, -2.9702)
H (0.2721, -0.1710, -6.9207)
H (1.8718, -2.5012, -4.8468)
H (2.7956, -3.4448, -2.7639)
C (-1.3993, -0.2871, -0.2252)
N (-0.7198, 0.8086, 0.4644)
C (-1.2600, 1.7235, 1.2785)
O (-0.5333, 2.5789, 1.7630)
C (-2.7860, 1.7491, 1.5230)
C (-3.4903, 2.6633, 0.5142)
C (-4.7013, 3.1821, 1.2886)
C (-4.1430, 3.3349, 2.7019)
N (-3.1826, 2.2487, 2.8430)
C (-2.8322, 1.6354, 3.9884)
C (-3.2562, 2.2485, 5.3107)
O (-2.2002, 0.5837, 4.0073)
H (-1.8269, -0.9789, 0.5035)
H (-2.1902, 0.1024, -0.8687)
H (-0.6786, -0.8289, -0.8414)
H (0.2799, 0.8993, 0.3290)
H (-3.1829, 0.7395, 1.4225)
H (-2.8422, 3.5027, 0.2539)
H (-3.7853, 2.1189, -0.3835)
H (-5.0636, 4.1297, 0.8897)
H (-5.4917, 2.4298, 1.2824)
H (-3.6259, 4.2909, 2.7984)
H (-4.9506, 3.2657, 3.4308)
H (-4.3356, 2.1751, 5.4164)
H (-2.9434, 3.2901, 5.3414)
H (-2.7751, 1.7032, 6.1210)

Properties
Energy relative to the best compared isomer or geometry (same formula, charge and spin) (eV): 1.712
Largest force on an atom (eV/Å): 1.91
E_LUMO (eV): 0.472
HOMO-LUMO gap (eV): 9.347

---

The following is a DFT calculation (ωB97M-V with the def2-TZVPD basis set) of a molecular structure, C19H26N4O5OsPS at a distorted geometry.

Cartesian coordinates (Å):
Os (-1.0737, -0.3971, -0.6383)
N (-2.6127, -1.3835, -2.3997)
C (-3.9439, -0.9306, -1.9802)
C (-4.0593, -0.7396, -0.4807)
O (-5.1117, -0.4395, 0.0147)
N (-2.8694, -0.9293, 0.2576)
C (-2.9763, -0.8365, 1.6462)
C (-1.9873, 0.3668, 2.1666)
O (-2.3861, 0.9315, 3.1437)
O (-0.9243, 0.4679, 1.4682)
H (-2.5493, -2.3941, -2.3724)
H (-2.4021, -1.0917, -3.3471)
H (-4.1668, 0.0279, -2.4461)
H (-4.7415, -1.6154, -2.2676)
H (-3.9851, -0.6678, 2.0009)
H (-2.4958, -1.6765, 2.1526)
C (4.4224, 1.5956, 3.7804)
C (3.8134, 1.3707, 2.4240)
C (4.5127, 0.6797, 1.4336)
C (3.9471, 0.4407, 0.1948)
C (2.6601, 0.9106, -0.0609)
C (1.9487, 1.6121, 0.9013)
C (2.5321, 1.8313, 2.1384)
S (2.0159, 0.5744, -1.6604)
O (2.2601, -0.8135, -1.9363)
O (2.4455, 1.5701, -2.5913)
N (0.3748, 0.7034, -1.5044)
C (-0.3491, 1.8979, -1.6066)
C (0.0216, 3.1741, -2.0046)
C (-0.9528, 4.1518, -1.9526)
C (-2.2496, 3.8607, -1.5205)
C (-2.5451, 2.5737, -1.1574)
N (-1.6105, 1.6105, -1.2138)
H (5.5097, 1.6201, 3.7265)
H (4.1430, 0.7890, 4.4616)
H (4.0742, 2.5299, 4.2191)
H (5.5165, 0.3251, 1.6361)
H (4.4933, -0.1001, -0.5689)
H (0.9478, 1.9735, 0.7149)
H (1.9746, 2.3686, 2.8972)
H (1.0300, 3.3690, -2.3373)
H (-0.7031, 5.1621, -2.2503)
H (-3.0137, 4.6226, -1.4703)
H (-3.5302, 2.2838, -0.8118)
C (0.5457, -3.3812, -1.7039)
P (0.0301, -2.4728, -0.2255)
C (-1.0264, -3.6706, 0.6429)
C (1.4861, -2.3578, 0.8371)
H (1.0905, -4.2693, -1.3810)
H (1.1889, -2.7579, -2.3209)
H (-0.3281, -3.6944, -2.2773)
H (-0.5575, -4.6550, 0.6124)
H (-2.0135, -3.7255, 0.1821)
H (-1.1452, -3.3784, 1.6857)
H (1.7637, -3.3670, 1.1439)
H (1.2570, -1.7542, 1.7166)
H (2.3048, -1.8958, 0.2892)

Properties
Total charge: +1
Energy relative to the best compared isomer or geometry (same formula, charge and spin) (eV): 0.795
2S+1: 5
Largest force on an atom (eV/Å): 1.03
E_LUMO (alpha / beta) (eV): -2.801 / -5.856
HOMO-LUMO gap (alpha / beta) (eV): 8.616 / 6.059

---

The following is a DFT calculation (ωB97M-V with the def2-TZVPD basis set) of a single C19H26N4OS molecule.

Cartesian coordinates (Å):
C (6.5144, -0.5509, -0.8148)
C (5.2480, -0.9678, -1.5546)
N (4.0508, -0.4220, -0.9376)
C (3.7210, -1.0688, 0.3187)
C (2.5355, -0.3565, 0.9662)
N (1.4036, -0.4415, 0.0730)
C (0.0837, -0.2306, 0.6319)
C (-0.8962, -1.0961, -0.1133)
C (-1.5487, -0.8805, -1.2876)
C (-2.3838, -1.9574, -1.6653)
C (-2.3564, -2.9798, -0.7762)
S (-1.3068, -2.6487, 0.5436)
C (-0.4453, 1.2333, 0.6856)
C (0.3269, 2.1070, 1.6684)
N (-1.8450, 1.1944, 1.0569)
C (-2.8402, 1.5549, 0.2153)
O (-2.6479, 2.1161, -0.8458)
C (-4.2100, 1.2175, 0.7003)
C (-5.2696, 2.0798, 0.4315)
C (-6.5399, 1.7349, 0.8570)
C (-6.7024, 0.5310, 1.5280)
N (-5.7096, -0.3112, 1.7582)
C (-4.4987, 0.0196, 1.3513)
C (1.7078, 0.2083, -1.1811)
C (2.9021, -0.4948, -1.8217)
H (6.5028, 0.5226, -0.6476)
H (6.6024, -1.0529, 0.1448)
H (7.3870, -0.8052, -1.4112)
H (5.2016, -2.0696, -1.6263)
H (5.2950, -0.5704, -2.5721)
H (4.5798, -1.0094, 0.9881)
H (3.4616, -2.1321, 0.1659)
H (2.2891, -0.8470, 1.9103)
H (2.8344, 0.6844, 1.1719)
H (0.1252, -0.6019, 1.6646)
H (-1.4749, 0.0249, -1.8622)
H (-2.9797, -1.9598, -2.5602)
H (-2.8869, -3.9104, -0.8064)
H (-0.4153, 1.6790, -0.3124)
H (1.3367, 2.2860, 1.3127)
H (-0.1742, 3.0671, 1.7711)
H (0.3789, 1.6336, 2.6473)
H (-2.0748, 0.7352, 1.9243)
H (-5.0784, 2.9995, -0.1016)
H (-7.3841, 2.3808, 0.6724)
H (-7.6719, 0.2170, 1.8919)
H (-3.7315, -0.7233, 1.5348)
H (0.8472, 0.1293, -1.8451)
H (1.9616, 1.2727, -1.0421)
H (3.1506, 0.0015, -2.7628)
H (2.6241, -1.5420, -2.0378)

Properties
Energy relative to the best compared isomer or geometry (same formula, charge and spin) (eV): 1.521
Largest force on an atom (eV/Å): 0.61
E_LUMO (eV): 0.636
HOMO-LUMO gap (eV): 8.970

---

The following is a DFT calculation (ωB97M-V with the def2-TZVPD basis set) of a single C19H26O6 molecule.

Cartesian coordinates (Å):
C (-0.0952, -4.8959, -0.9392)
C (1.1154, -4.9691, -0.0173)
C (1.9930, -3.7253, -0.1252)
O (1.2553, -2.6254, 0.3721)
C (1.8086, -1.3933, 0.3657)
C (3.1037, -1.1036, -0.0591)
C (3.5741, 0.1955, -0.0548)
C (2.7680, 1.2401, 0.3871)
C (3.1624, 2.6633, 0.3470)
C (4.6188, 2.9699, 0.0969)
O (2.3437, 3.5481, 0.4945)
C (1.4820, 0.9350, 0.8408)
C (0.9884, -0.3495, 0.8314)
C (-0.4429, -0.6236, 1.1981)
C (-1.2675, -0.7290, -0.0978)
C (-2.7686, -0.7112, 0.1285)
O (-3.5449, -1.3493, -0.5331)
O (-3.1155, 0.1011, 1.1225)
C (-4.5132, 0.2821, 1.3581)
C (-5.0913, 1.3414, 0.4317)
C (-0.9022, 0.4484, -1.0073)
O (-0.3536, 0.3203, -2.0687)
O (-1.2520, 1.6015, -0.4608)
C (-0.9000, 2.8108, -1.1461)
C (-2.0245, 3.8164, -0.9754)
H (0.2182, -4.7917, -1.9755)
H (-0.6938, -5.7985, -0.8485)
H (-0.7173, -4.0437, -0.6795)
H (0.7841, -5.0705, 1.0174)
H (1.7249, -5.8388, -0.2688)
H (2.2687, -3.5482, -1.1733)
H (2.9095, -3.8613, 0.4658)
H (3.7488, -1.8895, -0.4190)
H (4.5708, 0.3848, -0.4212)
H (4.8811, 2.6862, -0.9204)
H (5.2494, 2.4158, 0.7878)
H (4.7878, 4.0368, 0.2189)
H (0.8637, 1.7456, 1.1977)
H (-0.5246, -1.5620, 1.7478)
H (-0.8358, 0.1917, 1.8040)
H (-1.0123, -1.6401, -0.6446)
H (-5.0254, -0.6743, 1.2105)
H (-4.5872, 0.5887, 2.4035)
H (-6.1372, 1.5078, 0.6730)
H (-4.5446, 2.2742, 0.5450)
H (-5.0163, 1.0097, -0.6011)
H (0.0294, 3.1865, -0.7043)
H (-0.7242, 2.5781, -2.2009)
H (-2.9407, 3.4437, -1.4273)
H (-2.2012, 3.9991, 0.0812)
H (-1.7486, 4.7516, -1.4534)

Properties
Energy relative to the best compared isomer or geometry (same formula, charge and spin) (eV): 0.097
Largest force on an atom (eV/Å): 0.76
E_LUMO (eV): 0.546
HOMO-LUMO gap (eV): 9.283

---

What is the formula in the second record? C19H26N4O4